[1]
Entry from the OMol25 dataset: a 7-piece molecular cluster, C50H55F6NO6P2 overall at a distorted geometry (ωB97M-V/def2-TZVPD).

Each line ends with the Löwdin charge.
Geometry (Å):
C -5.2357 -3.1819 5.7626  -0.187
C -4.9178 -2.0714 4.5643  -0.428
P -3.0208 -1.8580 4.5178  1.017
C -2.3828 -0.5612 5.7636  -0.391
C -3.5616 -0.1194 6.8648  -0.178
C -2.3438 -1.6012 2.7523  -0.475
N -3.5023 -1.7909 1.7994  0.028
C -4.0831 -0.6030 1.4321  -0.244
C -4.3200 -0.3925 -0.2099  -0.054
C -4.6047 0.5883 2.4295  -0.061
C -1.4489 -2.9799 2.4425  -0.270
C -2.1789 -4.4389 2.6061  -0.137
C -1.1513 -5.6404 3.1461  -0.075
C -0.7563 -5.4988 4.7307  -0.256
O -0.1341 -6.5734 5.2905  -0.061
O -0.9826 -4.3300 5.5946  -0.042
O -0.1714 -2.7152 3.1506  -0.068
C 0.0571 -1.2555 3.2102  -0.241
O 1.1565 -0.7709 3.7972  0.001
C -1.1959 -0.4706 2.4541  -0.389
O -1.4270 0.9396 2.8036  -0.079
P -0.5351 -0.2819 0.6310  0.877
O -1.2211 1.0328 0.0258  -0.508
H -4.4170 -3.1642 6.5992  0.064
H -5.1307 -4.2430 5.2280  0.077
H -6.3396 -3.1245 6.1569  0.079
H -5.3357 -2.5750 3.5665  0.092
H -5.5213 -1.0700 4.7073  0.059
H -1.5368 -1.0740 6.4315  0.092
H -2.0037 0.4432 5.2988  0.075
H -4.6121 0.0422 6.3595  0.062
H -3.5827 -0.8171 7.8100  0.078
H -3.2226 0.9616 7.2409  0.083
H -4.1957 -1.4237 -0.7842  0.095
H -3.6789 0.4784 -0.6568  0.083
H -5.4664 -0.1047 -0.3246  0.051
H -4.3215 1.6172 1.8944  0.105
H -4.0820 0.6249 3.4788  0.064
H -5.7903 0.6348 2.5497  0.107
H -1.0620 -3.0392 1.3146  0.133
H -3.1768 -4.4330 3.2172  0.102
H -2.4775 -4.7836 1.5028  0.131
H -1.6656 -6.6914 2.9112  0.145
H -0.1753 -5.5342 2.4796  0.120
H -0.0861 -4.0421 5.9785  0.145
H -0.5284 1.4015 2.6495  0.137
H 0.8877 0.0576 0.7711  0.038
H -0.7396 -1.4648 -0.1651  0.027
F 1.7728 -5.3180 0.4221  0.052
C 2.8969 -5.4353 1.1412  -0.293
C 4.0293 -4.7229 0.7620  -0.021
C 5.1984 -4.8408 1.5135  -0.083
C 5.2253 -5.6792 2.6307  -0.096
C 4.0849 -6.3940 3.0004  -0.076
C 2.9129 -6.2673 2.2552  -0.018
H 3.9921 -4.0831 -0.1136  0.114
H 6.0868 -4.2820 1.2299  0.105
H 6.1387 -5.7743 3.2140  0.101
H 4.1094 -7.0491 3.8679  0.108
H 2.0148 -6.8087 2.5336  0.110
F 3.8508 6.0246 0.4829  0.064
C 3.6896 4.7130 0.2632  -0.285
C 2.4056 4.1853 0.1834  -0.028
C 2.2373 2.8205 -0.0505  -0.100
C 3.3563 1.9961 -0.1913  -0.091
C 4.6411 2.5344 -0.1047  -0.069
C 4.8089 3.9009 0.1181  -0.011
H 1.5483 4.8396 0.3037  0.122
H 1.2375 2.3995 -0.1223  0.082
H 3.2246 0.9309 -0.3693  0.095
H 5.5105 1.8900 -0.2105  0.099
H 5.8002 4.3374 0.1794  0.100
F 0.7501 5.6674 -7.0905  0.044
C 0.8579 5.2175 -5.8332  -0.297
C 1.6591 5.9038 -4.9273  -0.015
C 1.7676 5.4387 -3.6168  -0.072
C 1.0815 4.2850 -3.2294  -0.082
C 0.2838 3.6003 -4.1474  -0.071
C 0.1667 4.0720 -5.4547  -0.016
H 2.1912 6.7934 -5.2485  0.115
H 2.3853 5.9725 -2.8988  0.104
H 1.1700 3.9201 -2.2084  0.073
H -0.2459 2.7003 -3.8448  0.107
H -0.4560 3.5572 -6.1787  0.117
F 8.3897 0.9417 -1.0322  0.061
C 8.9381 1.6344 -0.0253  -0.291
C 9.8576 1.0124 0.8121  -0.018
C 10.4328 1.7348 1.8575  -0.082
C 10.0734 3.0695 2.0606  -0.096
C 9.1457 3.6835 1.2178  -0.080
C 8.5792 2.9641 0.1658  -0.027
H 10.1183 -0.0274 0.6440  0.116
H 11.1585 1.2599 2.5130  0.105
H 10.5189 3.6313 2.8789  0.101
H 8.8644 4.7211 1.3804  0.106
H 7.8633 3.4283 -0.5043  0.104
F 2.3501 1.6500 -8.2983  0.063
C 2.0706 2.4033 -9.3703  -0.285
C 2.0659 1.8212 -10.6331  -0.022
C 1.7700 2.6039 -11.7490  -0.088
C 1.4925 3.9640 -11.5905  -0.100
C 1.5046 4.5401 -10.3193  -0.076
C 1.7896 3.7546 -9.2026  -0.012
H 2.2921 0.7650 -10.7378  0.114
H 1.7561 2.1567 -12.7399  0.103
H 1.2661 4.5751 -12.4616  0.099
H 1.2924 5.5996 -10.1988  0.106
H 1.7946 4.1842 -8.2064  0.093
F -7.5241 0.9064 -0.5021  0.050
C -8.4029 -0.0073 -0.9351  -0.288
C -9.6102 0.4109 -1.4840  -0.016
C -10.5234 -0.5399 -1.9396  -0.081
C -10.2233 -1.9000 -1.8312  -0.097
C -9.0111 -2.3099 -1.2741  -0.080
C -8.0935 -1.3587 -0.8289  -0.020
H -9.8295 1.4715 -1.5524  0.116
H -11.4667 -0.2230 -2.3775  0.105
H -10.9378 -2.6414 -2.1826  0.101
H -8.7815 -3.3691 -1.1870  0.106
H -7.1427 -1.6595 -0.4015  0.101

**LUMO energy**: -0.1 eV
**Charge**: 0
**SMILES**: CCP(CC)[C@]1(N=C(C)C)[C@H](CCC(=O)O)OC(=O)[C@@]1(O)[PH2]=O.Fc1ccccc1.Fc1ccccc1.Fc1ccccc1.Fc1ccccc1.Fc1ccccc1.Fc1ccccc1

---

[2]
Entry from the OMol25 dataset: C13H26BrNO5S as an isolated structure at a distorted geometry (ωB97M-V/def2-TZVPD).

Each line ends with the Löwdin charge.
Geometry (Å):
C 3.3987 2.4656 0.0722  -0.097
C 3.8284 1.2344 -0.9741  -0.240
O 2.6298 0.4004 -1.1508  -0.261
C 2.9454 -0.9344 -1.6818  -0.185
C 3.4907 -2.0154 -0.5777  -0.164
O 2.4519 -2.8348 0.0648  -0.204
C 1.2442 -2.0614 0.3896  -0.245
C 0.2420 -2.8204 1.4859  -0.387
O -1.0912 -2.2186 1.3195  -0.279
C -1.1556 -0.8463 1.8492  -0.475
S -2.9601 -0.2570 1.6334  1.074
C -2.9452 1.6215 1.3059  -0.310
C -1.6646 2.3733 2.0270  -0.183
N -1.1915 3.6223 1.6072  0.072
C -3.7531 -1.1756 0.1737  -0.328
C -3.4993 -0.4539 -1.2783  -0.218
C -1.9192 -0.3047 -1.7065  -0.079
C -1.4414 1.2531 -1.9933  -0.274
O -0.1767 1.6198 -1.7072  -0.014
O -2.3363 2.3172 -2.5080  -0.030
H 2.8308 3.3334 -0.4868  0.078
H 4.3333 2.8376 0.6951  0.079
H 2.6139 2.0265 0.8556  0.086
H 4.0498 1.7289 -2.0313  0.131
H 4.7375 0.6495 -0.5266  0.120
H 1.9918 -1.3235 -2.2464  0.134
H 3.8046 -0.8199 -2.5013  0.134
H 4.2040 -2.7824 -1.1511  0.140
H 4.1703 -1.5092 0.2386  0.135
H 0.6019 -2.0124 -0.6150  0.120
H 1.4896 -0.9866 0.8189  0.074
H 0.1860 -3.9493 1.1055  0.141
H 0.6233 -2.7253 2.5930  -0.269
H -0.4948 -0.0682 1.2767  0.105
H -0.8632 -0.9276 3.0038  0.003
H -3.9152 2.0441 1.8587  0.119
H -3.0819 1.8919 0.1746  0.076
H -1.1248 1.7923 2.9188  0.139
H -1.7979 3.9203 0.8037  0.032
H -4.9301 -1.1358 0.3637  0.113
H -3.4582 -2.3077 0.2241  0.122
H -4.0184 0.5883 -1.3979  0.109
H -3.9951 -1.1665 -2.0965  0.135
H -1.7481 -0.8796 -2.7381  0.148
H -1.1574 -0.7530 -0.9395  0.102
H -2.3183 3.0223 -1.7763  0.119
Br 1.1699 -1.4726 3.2253  0.405

**LUMO energy**: -0.6 eV
**Charge**: 0

---

| no. | E (eV) |
| --- | --- |
| 1 | -101388.40413 |
| 2 | -106493.59561 |